1.
Computed, not measured: a structure of composition C33H97AsF6N17O12, with ωB97M-V/def2-TZVPD.

Last column: Mulliken charge in e.
Element x y z (Å)
As -0.26573 -0.02461 0.24660  1.909
F 0.32477 -1.73396 0.42184  -0.551
F 1.41722 0.58263 0.66220  -0.598
F -0.77246 1.71252 0.26654  -0.546
F -1.96595 -0.50665 -0.15971  -0.328
F -0.55630 -0.17090 2.01251  0.093
F 0.20126 0.04394 -1.48441  -0.289
C 3.40184 1.39256 -4.57986  0.530
O 3.70794 1.26901 -5.79339  -0.804
N 4.21480 1.80002 -3.68804  -0.099
N 2.41559 0.85023 -4.01914  0.093
H 5.08843 2.04731 -4.13044  0.175
H 4.10653 1.61433 -2.70117  0.173
H 1.83240 0.36290 -4.68434  0.018
H 2.21453 1.06293 -3.05248  -0.182
C -4.11884 0.64280 3.25501  0.296
O -4.97848 -0.18699 3.32021  -0.876
N -3.19064 0.73856 2.27898  1.834
N -3.82175 1.48369 4.18685  -0.275
H -2.41841 1.37208 2.42866  -0.299
H -3.18316 0.07372 1.51869  -0.809
H -2.89144 1.85657 4.31170  0.110
H -4.30774 1.52740 5.07116  0.281
C 3.13355 -2.94132 -1.33645  0.252
O 4.06091 -3.49250 -1.87771  -0.794
N 2.44103 -3.44330 -0.43404  0.460
N 2.76984 -1.71235 -1.59099  0.886
H 1.76965 -2.83138 0.00745  -0.187
H 2.62415 -4.34617 -0.02004  0.331
H 3.30067 -1.18546 -2.26974  -0.119
H 1.86140 -1.34727 -1.34289  -0.722
C 1.13396 -2.31531 4.18811  0.576
O 1.36164 -3.23549 4.91596  -0.748
N 0.03651 -1.64465 4.09036  -0.146
N 1.97491 -1.94674 3.24761  0.152
H -0.70263 -1.87910 4.73750  0.152
H -0.23736 -1.00827 3.35543  0.224
H 2.89801 -2.32822 3.39750  0.026
H 1.70361 -1.38018 2.45672  -0.013
C -1.65113 -1.53697 -4.17230  0.554
O -1.95108 -2.70394 -4.26255  -0.600
N -2.32880 -0.44636 -3.87126  -0.073
N -0.44758 -1.03570 -4.31461  -0.133
H -2.03167 0.51868 -3.89430  0.206
H -3.21948 -0.63889 -3.43569  -0.369
H 0.28777 -1.72335 -4.39523  0.163
H -0.34164 -0.03420 -4.39130  -0.044
C -5.80166 0.16181 -3.26218  -1.593
C -5.08569 0.18414 -1.88684  1.905
C -5.79032 0.94243 -0.80743  -0.556
O -5.54794 2.36752 -0.78329  -0.314
C -5.83832 3.10690 0.39119  -0.351
N -4.59615 -1.10994 -1.48858  -0.338
H -6.85499 -0.11825 -3.27494  0.391
H -5.23846 -0.35824 -4.03706  0.401
H -5.77100 1.16662 -3.68349  0.377
H -4.20173 0.79682 -2.06393  -0.993
H -5.56341 0.61050 0.20570  0.092
H -6.85557 0.71204 -0.82367  0.351
H -6.91346 3.10631 0.57060  0.337
H -5.66875 4.14012 0.08819  0.097
H -5.19057 2.75926 1.19597  -0.013
H -5.24050 -1.49315 -0.81179  0.425
H -3.88090 -0.85300 -0.82337  -0.171
C 4.06695 2.78209 1.09718  -1.105
C 4.24483 2.51428 -0.43907  0.698
C 5.67651 2.81810 -0.97046  -0.750
O 6.02634 4.18019 -0.92342  -0.406
C 7.25239 4.53771 -1.61204  -0.774
N 3.90219 1.12999 -0.73970  0.110
H 3.02278 2.75217 1.40851  0.071
H 4.41470 3.76588 1.41234  0.422
H 4.62656 2.02112 1.64109  0.250
H 3.45727 3.06527 -0.95314  0.466
H 5.84620 2.48038 -1.99284  0.420
H 6.40475 2.32622 -0.32562  0.310
H 7.56234 5.56467 -1.41866  0.266
H 7.18913 4.45301 -2.69690  0.263
H 8.00276 3.86518 -1.19640  0.333
H 2.93489 0.97252 -0.49552  -0.457
H 4.30521 0.60709 0.02467  0.035
C -0.63100 4.74056 -2.01741  -1.296
C -1.43842 3.95474 -3.03035  0.575
C -0.59845 2.93014 -3.93116  0.015
O -1.43970 2.25235 -4.89230  -0.373
C -1.84852 3.11011 -5.98744  -0.952
N -2.39496 3.15446 -2.24894  -0.244
H -0.05715 4.04309 -1.40722  0.012
H -1.22702 5.24908 -1.25961  0.214
H 0.12346 5.40027 -2.44598  0.489
H -1.90043 4.71144 -3.66442  0.334
H -0.10546 2.22421 -3.26278  -0.549
H 0.25283 3.28139 -4.51429  0.778
H -2.10270 4.14957 -5.78000  0.298
H -2.68269 2.70242 -6.55845  0.328
H -1.04932 3.15657 -6.72719  0.342
H -1.94960 2.70679 -1.46068  -0.186
H -2.62208 2.35556 -2.82364  -0.081
C 1.84632 -5.81528 -2.89872  -1.497
C 0.35232 -5.41313 -3.09628  -0.157
C -0.18101 -4.36870 -2.11510  0.433
O -1.57297 -4.42964 -2.20464  -0.491
C -2.27479 -3.70140 -1.15175  -0.580
N 0.07594 -4.95801 -4.42040  -0.483
H 1.99414 -6.69080 -3.53094  0.422
H 2.23099 -6.09942 -1.91923  0.345
H 2.54147 -5.02775 -3.18968  0.295
H -0.21633 -6.31752 -2.87992  0.285
H 0.17253 -3.36119 -2.33426  -0.490
H 0.12795 -4.61632 -1.09956  0.648
H -2.06595 -2.64051 -1.01390  -0.304
H -2.21838 -4.18434 -0.17621  0.495
H -3.31616 -3.72188 -1.47304  0.401
H 0.81180 -4.30226 -4.64090  0.202
H 0.34986 -5.73262 -5.00780  0.314
C 0.02404 4.66329 1.98793  -1.294
C -1.31154 4.28518 2.55841  0.001
C -2.44732 4.49105 1.56902  0.910
O -2.68639 5.88062 1.49010  -0.496
C -3.79722 6.02648 0.56192  -0.849
N -1.18509 2.82063 2.80310  0.022
H 0.05477 5.75152 1.93406  0.450
H 0.29724 4.18896 1.04534  0.035
H 0.80287 4.40462 2.70529  0.490
H -1.58279 4.66089 3.54500  0.534
H -3.29959 3.90606 1.91475  -0.040
H -2.21604 4.01257 0.61736  -0.504
H -3.88295 7.10307 0.41458  0.402
H -4.68061 5.86484 1.17965  0.372
H -3.74145 5.49498 -0.38808  0.253
H -0.43660 2.70786 3.47179  0.211
H -1.01917 2.49886 1.86021  -0.691
C -2.64723 -3.33196 2.80473  -0.505
C -3.53765 -3.46026 4.05759  0.249
C -2.92209 -2.76375 5.29197  -0.754
O -1.62556 -3.15492 5.62744  -0.346
C -1.47496 -4.47283 6.05204  -0.823
N -4.82853 -2.90730 3.74622  -0.774
H -3.03618 -3.87833 1.94548  0.411
H -1.67692 -3.76473 3.04828  0.269
H -2.40275 -2.28344 2.63463  -0.348
H -3.63550 -4.52100 4.28856  0.381
H -3.71653 -2.83230 6.03512  0.475
H -2.77933 -1.69014 5.16911  0.148
H -1.55603 -5.19583 5.24037  0.281
H -2.32379 -4.63176 6.71713  0.378
H -0.50634 -4.55910 6.54442  0.247
H -5.44263 -2.87462 4.54741  0.300
H -4.85361 -1.92312 3.52069  0.384
C 6.46643 -1.89623 0.59639  -1.413
C 5.35364 -1.89275 1.65734  1.016
C 5.85005 -2.23596 3.12827  -1.331
O 4.74672 -2.68574 3.83463  -0.334
C 5.18471 -3.52015 4.92774  -0.897
N 4.52914 -0.70833 1.61223  -0.166
H 7.04890 -2.81063 0.70912  0.398
H 6.98910 -0.96402 0.38213  0.222
H 5.80106 -2.06030 -0.25122  0.305
H 4.72613 -2.70973 1.30116  0.033
H 6.19771 -1.35270 3.66407  0.380
H 6.66346 -2.96135 3.11161  0.501
H 4.28698 -3.80582 5.47597  0.248
H 5.91745 -2.89362 5.43633  0.342
H 5.64272 -4.49350 4.75192  0.313
H 3.89925 -0.76849 0.82500  -0.248
H 3.98615 -0.62744 2.46000  0.229

Summary:
- Orbital gap: 7.752 eV
- Largest force on an atom: 8.21 eV/Å
- E_LUMO: 1.168 eV
- Charge: -1
- Total energy: -5984.34042 a.u.

***

2.
Computed, not measured: a cluster of 13 separate species, C33H98N6O13 in total, with ωB97M-V/def2-TZVPD.

Last column: Löwdin spin population.
Element x y z (Å)
C 4.04223 -4.94179 2.91550  0.158
O 3.17721 -3.85639 3.12789  0.152
H 4.97453 -4.51948 2.54059  0.047
H 4.27461 -5.51040 3.81595  0.031
H 3.53839 -5.53782 2.15458  0.008
H 3.39021 -3.58448 4.02360  0.080
C 2.52234 -4.14507 -1.86189  0.013
O 1.59741 -3.18129 -1.33216  0.003
H 3.18118 -4.46387 -1.05418  0.009
H 2.10278 -5.08121 -2.23027  0.001
H 3.06860 -3.74254 -2.71492  0.002
H 2.12846 -2.72211 -0.67738  0.001
C 4.67568 2.75271 1.92806  0.018
O 5.82576 1.97748 2.15128  0.035
H 4.75438 3.76676 2.32001  0.001
H 4.58679 2.91576 0.85400  0.003
H 3.74718 2.31017 2.28882  0.001
H 5.68426 1.17973 1.63633  0.005
C -2.08695 5.33308 0.84927  0.000
O -2.35572 4.40207 -0.12926  0.000
H -2.59086 6.26086 0.57839  0.000
H -2.60029 5.08125 1.77726  0.000
H -1.01597 5.52177 0.92358  0.000
H -1.94986 4.73978 -0.93102  0.000
C 5.64379 -0.75186 -0.83992  0.058
O 5.49313 -0.47390 0.50777  0.107
H 4.75733 -0.53623 -1.43642  0.004
H 6.35882 -0.05469 -1.27670  0.009
H 5.96974 -1.78228 -0.98159  0.020
H 6.34475 -0.74616 0.85736  0.057
C 0.08308 -4.99474 4.65024  0.027
C -0.20241 -3.74025 3.84559  0.010
O 0.45458 -3.73423 2.57034  0.010
H 1.15074 -5.04129 4.86478  0.015
H -0.19343 -5.89709 4.10488  0.002
H -0.38362 -4.97486 5.63507  0.002
H 0.14449 -2.86639 4.39705  0.007
H -1.27879 -3.65907 3.69421  0.000
H 1.39534 -3.84847 2.72371  0.006
C -2.52759 1.84536 -3.25056  0.000
C -3.64421 1.38338 -4.23554  0.000
O -3.84983 2.48329 -5.13266  0.000
H -1.61901 2.09198 -3.79988  0.000
H -2.11256 1.01897 -2.67357  0.000
H -2.73958 2.75833 -2.69409  0.000
H -4.52901 1.05725 -3.68885  0.000
H -3.31436 0.50726 -4.79383  0.000
H -3.16888 2.50709 -5.80893  0.000
C -2.24785 -0.85275 2.05138  0.000
C -2.82543 -0.45403 0.71374  0.000
C -3.37338 0.97309 0.55759  0.000
O -4.41797 1.30245 1.48125  0.000
C -4.68985 2.68677 1.55076  0.000
N -1.75147 -0.66499 -0.27924  0.000
H -3.06662 -0.84524 2.77087  0.000
H -1.36440 -0.27473 2.32253  0.000
H -1.86185 -1.87193 2.03154  0.000
H -3.66637 -1.09872 0.45819  0.000
H -3.66472 1.15530 -0.47682  0.000
H -2.53898 1.64351 0.76353  0.000
H -5.55596 2.93741 2.16323  0.000
H -4.94528 2.90401 0.51362  0.000
H -3.89436 3.35753 1.87536  0.000
H -1.00364 -0.08787 0.07825  0.000
H -1.50672 -1.62750 -0.09545  0.000
C -0.03620 -2.05759 -6.08992  0.000
C 0.60102 -2.02704 -4.68419  0.000
C 0.69849 -0.58740 -4.11651  0.000
O 1.58424 0.15486 -4.90529  0.001
C 1.86423 1.41019 -4.33654  0.001
N -0.15620 -2.86652 -3.75433  0.000
H 0.41115 -1.48988 -6.90581  0.000
H -0.97064 -1.52347 -5.91777  0.000
H -0.20232 -3.07804 -6.43515  0.000
H 1.58251 -2.49017 -4.78576  0.000
H 1.01120 -0.53579 -3.07362  0.000
H -0.27948 -0.10812 -4.07202  0.000
H 0.94337 1.96574 -4.15909  0.000
H 2.49475 1.99860 -5.00311  0.000
H 2.32889 1.27490 -3.35988  0.001
H 0.36517 -2.79943 -2.89191  0.000
H -1.03039 -2.41427 -3.52773  0.000
C 1.79113 -0.56495 2.51246  0.019
C 1.83882 -1.03588 1.07982  0.003
C 1.88386 0.17075 0.12606  0.003
O 0.59053 0.85792 0.18559  0.001
C 0.46440 1.87167 -0.74493  0.000
N 2.97488 -1.89238 0.83186  0.010
H 1.64597 -1.39038 3.20938  0.007
H 0.92779 0.07595 2.69127  0.000
H 2.64697 0.06386 2.75793  0.011
H 0.89892 -1.50637 0.79116  0.000
H 1.95165 -0.21406 -0.89150  0.001
H 2.71878 0.83369 0.35308  0.004
H 0.58576 1.44629 -1.74114  0.000
H 1.11815 2.72548 -0.56686  0.000
H -0.56799 2.20612 -0.64284  0.000
H 2.86132 -2.57903 1.56380  0.009
H 3.86414 -1.43624 0.97759  0.010
C -0.37385 4.86238 -4.46518  0.000
C -0.46082 4.80707 -2.91100  0.000
C 0.80288 5.32765 -2.21599  0.000
O 1.92597 4.44951 -2.34774  0.001
C 3.09799 4.89263 -1.67557  0.002
N -1.64406 5.53453 -2.49914  0.000
H -1.31576 4.57596 -4.93301  0.000
H 0.39127 4.20811 -4.88307  0.000
H -0.18903 5.85086 -4.88570  0.000
H -0.64623 3.77664 -2.60777  0.000
H 0.63635 5.57702 -1.16805  0.000
H 1.04547 6.31672 -2.60456  0.000
H 2.89114 5.28788 -0.68104  0.000
H 3.48888 5.75622 -2.21366  0.000
H 3.84984 4.11800 -1.52469  0.002
H -2.49498 5.22966 -2.94979  0.000
H -1.56403 6.46435 -2.88531  0.000
C -0.49003 -5.79570 -0.54784  0.002
C -1.71888 -4.88840 -0.45234  0.000
C -2.74982 -5.27495 0.56431  0.000
O -3.34822 -6.47358 0.22774  0.000
C -4.10240 -7.08491 1.26681  0.000
N -1.18925 -3.55695 -0.06663  0.000
H 0.10272 -5.70074 0.36195  0.002
H 0.13301 -5.45581 -1.37512  0.000
H -0.71900 -6.84290 -0.74551  0.000
H -2.19074 -4.83685 -1.43356  0.000
H -3.54116 -4.53564 0.68794  0.000
H -2.22985 -5.40743 1.51310  0.000
H -4.65210 -7.95701 0.91274  0.000
H -4.77237 -6.32700 1.67278  0.000
H -3.45109 -7.44209 2.06450  0.000
H -0.44766 -3.24219 -0.67581  0.000
H -0.78521 -3.70095 0.84776  0.000
C -2.12503 3.00719 5.91255  0.000
C -2.28328 2.57725 4.44497  0.000
C -0.98037 2.22776 3.65691  0.001
O -0.08768 3.44699 3.71882  0.001
C 0.79028 3.57596 2.58414  0.000
N -3.28315 1.51446 4.46163  0.000
H -3.07487 3.03155 6.44669  0.000
H -1.66828 3.99490 5.85012  0.000
H -1.58689 2.30421 6.54841  0.000
H -2.70199 3.37293 3.82879  0.000
H -1.18788 1.91492 2.63360  0.000
H -0.48745 1.41053 4.18346  0.001
H 0.19544 3.51364 1.67290  0.000
H 1.60016 2.84652 2.59465  0.000
H 1.28944 4.54472 2.56254  0.000
H -4.16330 1.77015 4.88596  0.000
H -3.46903 1.28653 3.49541  0.000

Summary:
- 2S+1: 2
- Expectation value of S²: 0.751
- Orbital gap (alpha / beta): 1.750 / 8.394 eV
- Largest force on an atom: 2.49 eV/Å
- E_LUMO (alpha / beta): 1.897 / 1.892 eV
- Charge: -1
- Total energy: -2622.48854 a.u.

***

- charge of number 1 (C33H97AsF6N17O12)?
  -1

***

- The lowest total energy belongs to which entry?
  C33H97AsF6N17O12

***

- Among the records above, which one has the lowest largest force on an atom?
  C33H98N6O13

***

- The highest total energy belongs to which entry?
  C33H98N6O13